89
Properties=species:S:1:pos:R:3 method="wB97M-V/def2-TZVPD" total_charge=0 homo_lumo_gap_ev=8.2 lumo_ev=0.06 de_lowest_kj_mol=98.3
C 2.050 3.047 -0.058
C 3.195 3.653 -0.511
C 4.339 3.846 0.474
N 5.399 4.721 -0.172
C 5.067 5.873 -0.270
S 4.358 7.259 -0.555
O 4.837 2.667 0.981
C 5.431 1.827 -0.012
C 5.763 0.492 0.686
O 5.553 -0.605 -0.188
C 4.187 -0.998 -0.227
C 3.767 -1.088 -1.711
H 1.515 3.568 0.746
H 1.703 2.075 -0.412
H 3.264 4.032 -1.538
H 3.944 4.408 1.337
H 6.339 2.303 -0.400
H 4.750 1.570 -0.832
H 6.779 0.474 1.096
H 5.097 0.352 1.553
H 3.517 -0.314 0.304
H 4.056 -2.008 0.193
H 3.675 -0.056 -2.073
H 2.791 -1.573 -1.818
H 4.545 -1.601 -2.282
Br 1.681 -3.177 -3.639
C 2.128 -2.908 -5.516
C 3.476 -2.260 -5.686
Br 3.404 -0.353 -5.305
H 1.323 -2.325 -5.951
H 2.127 -3.906 -5.950
H 3.802 -2.330 -6.722
H 4.236 -2.685 -5.039
Br 0.339 -2.275 0.199
C 0.028 -1.815 2.068
C 0.174 -0.338 2.302
Br 2.042 0.208 2.324
H 0.719 -2.413 2.656
H -0.994 -2.132 2.279
H -0.217 -0.069 3.281
H -0.315 0.261 1.542
Br -2.153 0.169 -1.225
C -3.901 0.491 -0.419
C -3.856 1.582 0.627
Br -3.078 0.946 2.292
H -4.231 -0.442 -0.017
H -4.535 0.796 -1.241
H -4.866 1.896 0.888
H -3.276 2.448 0.318
Br 2.410 4.444 -3.799
C 3.583 5.666 -4.756
C 3.106 7.089 -4.642
Br 1.581 7.428 -5.803
H 3.636 5.315 -5.781
H 4.558 5.554 -4.285
H 3.879 7.778 -4.978
H 2.801 7.352 -3.634
Br -2.616 -2.878 3.948
C -2.363 -4.625 3.126
C -2.323 -5.717 4.159
Br -0.616 -5.753 5.091
H -1.454 -4.567 2.533
H -3.217 -4.755 2.464
H -2.412 -6.693 3.688
H -3.094 -5.613 4.916
Br -4.517 4.313 -2.580
C -4.172 5.182 -0.874
C -2.855 5.913 -0.874
Br -1.355 4.684 -0.712
H -4.223 4.410 -0.114
H -4.995 5.880 -0.736
H -2.787 6.567 -0.007
H -2.688 6.492 -1.777
Br -5.742 -7.007 6.223
C -5.438 -6.205 7.971
C -4.110 -5.500 8.029
Br -2.637 -6.760 8.198
H -5.527 -7.001 8.704
H -6.253 -5.496 8.106
H -4.049 -4.870 8.914
H -3.912 -4.899 7.146
Br -4.798 -1.432 -1.981
C -4.940 -3.295 -1.425
C -5.409 -4.189 -2.542
Br -7.321 -4.004 -2.850
H -5.601 -3.314 -0.563
H -3.933 -3.572 -1.114
H -5.262 -5.236 -2.283
H -4.915 -3.979 -3.485

***

43
Properties=species:S:1:pos:R:3 method="wB97M-V/def2-TZVPD" total_charge=0 homo_lumo_gap_ev=8.0 lumo_ev=-1.40
N 3.625 -3.472 1.344
C 3.309 -3.141 -0.036
C 3.171 -1.645 -0.409
C 2.624 -0.731 0.700
B 1.104 -0.851 1.083
N 0.607 -0.318 2.293
C 0.021 -1.563 0.129
O 0.099 -2.743 -0.165
C -1.227 -0.784 -0.390
F -0.985 0.553 -0.237
F -1.423 -1.016 -1.705
C -2.522 -1.101 0.411
F -2.369 -0.567 1.641
F -3.557 -0.481 -0.185
C -2.891 -2.614 0.506
F -4.179 -2.693 0.912
F -2.812 -3.133 -0.727
C -2.017 -3.446 1.486
O -1.503 -2.978 2.464
O -1.969 -4.737 1.119
H 4.559 -3.188 1.606
H 2.956 -3.112 2.010
H 2.405 -3.679 -0.332
H 4.117 -3.555 -0.649
H 4.161 -1.271 -0.697
H 2.538 -1.556 -1.298
H 2.789 0.311 0.398
H 3.220 -0.875 1.609
H -0.235 -0.749 2.661
H 1.301 -0.262 3.028
H -1.045 -5.030 1.075
C -1.268 3.768 -0.977
C -1.364 3.784 -2.303
C -1.260 5.052 -3.069
O -1.348 5.068 -4.277
C -1.045 6.302 -2.297
C -0.948 6.287 -0.970
C -1.051 5.018 -0.205
O -0.959 5.005 1.003
H -1.344 2.857 -0.400
H -1.522 2.886 -2.886
H -0.972 7.214 -2.877
H -0.791 7.185 -0.386

***

39
Properties=species:S:1:pos:R:3 method="wB97M-V/def2-TZVPD" total_charge=0 homo_lumo_gap_ev=8.3 lumo_ev=0.19 de_lowest_kj_mol=144.6
Cd -1.086 -0.349 -1.185
I -3.481 -0.418 0.181
I -0.469 -0.887 -3.716
C -0.087 3.554 -2.295
C -0.512 2.920 -0.953
C -1.405 3.950 -0.179
O -1.378 1.796 -1.249
H 0.509 4.465 -2.239
H -0.937 3.805 -2.930
H 0.544 2.836 -2.818
H 0.425 2.654 -0.465
H -0.863 4.853 0.102
H -1.982 3.564 0.661
H -2.157 4.340 -0.865
H -2.145 2.283 -1.559
C 1.721 -0.505 2.091
C 0.395 0.054 1.635
C 0.098 1.429 2.238
O 0.382 0.072 0.223
H 1.515 -1.040 3.018
H 2.355 0.352 2.322
H 2.139 -1.201 1.363
H -0.338 -0.650 2.030
H 0.803 2.173 1.868
H -0.016 1.409 3.322
H -0.860 1.699 1.796
H 1.200 0.528 0.013
C 0.567 -3.665 1.097
C 0.531 -3.039 -0.322
C 0.782 -4.151 -1.355
O -0.714 -2.438 -0.507
H 1.580 -4.041 1.235
H -0.028 -4.565 1.253
H 0.312 -2.954 1.882
H 1.331 -2.301 -0.382
H 0.529 -3.837 -2.368
H 0.182 -5.036 -1.143
H 1.831 -4.444 -1.300
H -1.275 -3.217 -0.499

***

54
Properties=species:S:1:pos:R:3 method="wB97M-V/def2-TZVPD" total_charge=+2 homo_lumo_gap_ev=2.4 lumo_ev=-13.74
Al 1.662 -1.007 0.408
C 0.483 2.363 4.378
F 1.747 2.590 4.111
F 0.385 1.326 5.173
F -0.073 3.394 4.937
S -0.408 1.997 2.742
O 0.253 0.928 2.039
O -1.769 1.582 3.074
O -0.454 3.272 2.027
O -1.087 -0.877 0.353
S -2.507 -1.090 0.574
O -3.403 0.013 0.311
O -2.906 -2.299 -0.392
C -4.261 -2.473 -0.829
C -4.376 -3.865 -1.441
C -2.846 -1.833 2.167
H -4.531 -1.735 -1.584
H -4.918 -2.406 0.043
H -4.269 -4.680 -0.724
H -3.686 -3.950 -2.277
H -5.419 -4.009 -1.730
H -2.367 -1.247 2.948
H -2.446 -2.844 2.081
H -3.907 -1.953 2.380
O 4.165 3.035 -1.003
S 3.549 2.718 0.249
O 2.621 1.583 0.348
O 4.707 2.479 1.346
C 5.915 3.237 1.184
C 6.584 3.448 2.529
C 2.700 4.175 0.938
H 5.790 4.183 0.645
H 6.587 2.756 0.468
H 5.821 3.566 3.307
H 7.105 4.399 2.641
H 7.241 2.645 2.852
H 2.449 4.010 1.981
H 1.783 4.356 0.383
H 3.466 4.941 0.815
O 1.217 -3.012 -4.150
S 0.267 -2.639 -3.152
O 0.617 -1.712 -2.103
O -1.101 -2.125 -3.915
C -1.789 -0.980 -3.386
C -3.084 -0.880 -4.151
C -0.463 -4.150 -2.433
H -1.142 -0.108 -3.530
H -1.936 -1.184 -2.315
H -3.810 -1.661 -3.918
H -2.897 -1.057 -5.217
H -3.558 0.100 -4.175
H -1.089 -4.632 -3.180
H -1.004 -3.872 -1.534
H 0.391 -4.815 -2.297